This record from the Open Molecules 2025 dataset describes C39H43AsCrN6 as an isolated structure at a distorted geometry. The level of theory is ωB97M-V with the def2-TZVPD basis set.

Cartesian coordinates (Å):
As: -2.42 1.59 0.53
Cr: -0.18 0.39 0.09
N: 1.88 -2.36 -1.92
N: -1.11 -1.01 -0.81
N: -0.12 0.97 -1.81
N: 1.85 0.14 -0.54
N: 0.88 1.47 1.67
N: -0.51 -0.86 1.58
C: 2.71 0.15 0.66
C: -4.41 -0.30 -0.66
C: -3.94 1.97 4.97
C: -3.93 0.96 2.78
C: -0.57 0.18 -2.73
C: -5.48 -0.85 1.88
C: 2.36 1.36 1.51
C: 2.22 1.17 -1.55
C: 0.11 -0.58 2.87
C: -4.43 0.09 1.73
C: 1.85 -4.76 -3.38
C: -2.28 -3.08 -0.69
C: -1.24 -1.93 1.33
C: -1.93 -1.99 -2.81
C: -4.40 1.00 4.10
C: 0.37 0.92 2.96
C: -3.15 3.05 -0.51
C: -3.73 3.91 -2.68
C: -3.09 2.96 -1.90
C: 2.31 -2.42 -3.19
C: 0.95 1.94 -2.00
C: -0.34 0.32 -4.19
C: -3.88 0.31 0.45
C: -3.02 2.93 4.53
C: -3.84 4.09 0.10
C: 1.46 -3.51 -1.37
C: -1.60 -2.04 -0.07
C: -1.27 -0.98 -2.16
C: 1.85 -6.04 -4.16
C: -5.46 -1.20 -0.51
C: -4.42 4.94 -2.07
C: 2.30 -3.57 -3.95
C: 1.42 -4.71 -2.06
C: -2.45 -3.05 -2.06
C: -4.47 5.04 -0.69
C: -1.61 -2.97 2.33
C: -2.53 2.89 3.23
C: -2.97 1.91 2.36
C: -5.97 -1.49 0.77
H: 1.07 1.13 3.77
H: 1.04 -1.15 2.95
H: -2.97 -3.86 -2.56
H: -6.79 -2.20 0.87
H: -2.53 2.15 -2.36
H: -5.15 0.29 4.44
H: -4.31 2.00 5.98
H: 2.88 -6.32 -4.42
H: 2.53 -0.78 1.21
H: -3.69 3.84 -3.76
H: -0.56 1.42 3.19
H: -2.70 3.71 5.21
H: 1.08 -5.61 -1.56
H: -1.12 0.95 -4.63
H: 1.41 -6.86 -3.60
H: 1.15 -3.46 -0.33
H: 2.67 0.68 -2.41
H: 0.76 2.79 -1.35
H: -2.59 -3.38 2.11
H: -1.82 3.64 2.90
H: 1.03 2.32 -3.02
H: -5.92 -1.04 2.85
H: 0.67 2.47 1.70
H: -5.02 5.85 -0.22
H: 2.71 2.27 1.01
H: 2.85 1.31 2.48
H: -5.90 -1.68 -1.38
H: 0.62 0.78 -4.42
H: -4.03 -0.07 -1.65
H: 1.31 -5.93 -5.10
H: -3.89 4.17 1.18
H: 2.96 1.86 -1.16
H: -0.89 -3.79 2.30
H: -4.93 5.68 -2.68
H: 2.67 -3.55 -4.97
H: -1.62 -2.58 3.34
H: 2.69 -1.49 -3.61
H: -0.38 -0.65 -4.69
H: -0.52 -0.88 3.71
H: 1.92 -0.81 -1.01
H: -2.67 -3.91 -0.11
H: 3.77 0.18 0.40
H: -2.05 -1.97 -3.89

The molecular weight is 722.733 g mol⁻¹. The value obtained for the largest force on an atom is 0.068 hartree/bohr. Its net charge is +3. Its spin multiplicity is 2. The HOMO-LUMO gap (spin up / spin down) comes out at 0.19774 / 0.20967 hartree. Its expectation value of S² is 0.7644.

These are the Löwdin partial charges, in e, on atoms 1 to 2:
1. As 1.40
2. Cr 0.67